1.
Here is a cluster of 8 separate species, C2H20O9 in total from OMol25. Energies are from ωB97M-V/def2-TZVPD.

```
! wB97M-V def2-TZVPD RIJCOSX def2/J DEFGRID3
* xyz 0 1
O 2.929 -1.929 1.945
C 3.721 -2.597 2.888
C 4.628 -3.632 2.117
O 5.682 -3.010 1.386
H 2.311 -1.358 2.408
H 4.391 -1.891 3.379
H 3.038 -2.942 3.664
H 4.125 -4.334 1.451
H 5.086 -4.208 2.920
H 5.251 -2.521 0.681
O -7.244 -1.642 -2.043
H -6.521 -1.289 -1.524
H -7.610 -2.340 -1.499
O -2.580 3.217 -6.164
H -3.112 2.754 -6.811
H -2.742 4.144 -6.339
O -0.659 -2.921 -1.541
H -1.238 -2.241 -1.883
H 0.021 -2.442 -1.067
O 0.721 5.406 -0.018
H 0.820 6.263 -0.433
H 0.912 5.563 0.906
O 0.971 1.502 -3.121
H 0.273 1.778 -3.715
H 0.985 2.173 -2.439
O -1.568 1.255 4.505
H -0.921 1.748 5.010
H -2.104 0.816 5.166
O -3.456 1.292 -0.042
H -3.076 1.974 -0.596
H -3.035 1.412 0.809
*
```

## Properties
- SMILES: OCCO.O.O.O.O.O.O.O
- Kohn-Sham gap: 0.386 Eh
- HOMO level: -10.284 eV
- Relative energy (zero: lowest compared OMol25 entry of this formula, charge and spin): 38.5 kcal per mole
- Max |F|: 0.0288 Eh/bohr


2.
Here is a structure of composition C2H22O10Sr from OMol25. Energies are from ωB97M-V/def2-TZVPD.

```
! wB97M-V def2-TZVPD RIJCOSX def2/J DEFGRID3
* xyz 2 1
Sr 0.721 0.289 -0.932
O 1.953 0.238 1.395
H 1.715 0.530 2.275
H 2.861 -0.054 1.477
O -0.928 2.206 -0.308
H -1.158 2.968 -0.840
H -1.536 2.237 0.431
O 0.632 -2.188 -0.288
H 0.557 -2.586 0.579
H 1.108 -2.835 -0.809
O 0.387 1.821 -2.919
H -0.124 1.301 -3.539
H 0.459 2.682 -3.331
O 2.238 2.372 -0.845
H 2.186 3.058 -1.511
H 2.148 2.838 -0.014
O -1.835 -0.388 -1.585
H -2.295 -0.963 -2.197
H -2.496 0.249 -1.311
O 0.772 -1.109 -3.039
H 1.409 -1.823 -3.014
H 0.790 -0.803 -3.946
O 3.164 -0.574 -1.061
H 3.410 -1.301 -1.633
H 3.972 -0.347 -0.601
C -1.934 -0.939 1.820
C -2.064 -1.146 3.344
O -2.863 -0.129 3.937
O -0.939 0.006 1.476
H -2.810 -0.490 1.351
H -1.679 -1.853 1.284
H -1.182 -1.426 3.920
H -2.576 -2.085 3.555
H -3.043 -0.505 4.802
H -1.016 0.750 2.077
*
```

## Properties
- Kohn-Sham gap: 0.342 Eh
- HOMO level: -15.331 eV
- Max |F|: 0.0369 Eh/bohr